Version P
Density functional theory data (ωB97M-V/def2-TZVPD) for a cluster of 2 separate species, C4H9NO2 in total.

```
! wB97M-V def2-TZVPD RIJCOSX def2/J DEFGRID3
* xyz 0 1
C -1.71 0.82 0.67
C -1.55 -0.63 0.22
N -0.27 -0.92 -0.41
C 0.87 -1.06 0.32
O 0.96 -1.25 1.52
H -1.58 1.50 -0.18
H -2.71 0.97 1.09
H -0.97 1.07 1.43
H -1.65 -1.31 1.07
H -2.30 -0.90 -0.53
H -0.11 -0.41 -1.27
H 1.77 -1.12 -0.43
C 2.32 0.74 -0.89
O 1.18 1.13 -0.76
H 2.82 0.93 -1.84
H 2.94 0.45 -0.01
*
```

Summary:
- LUMO energy: 0.30 eV
- Molar mass: 103.12 g/mol


Version Q
Density functional theory data (ωB97M-V/def2-TZVPD) for an isolated molecule of C4H9NO2.

```
! wB97M-V def2-TZVPD RIJCOSX def2/J DEFGRID3
* xyz 0 1
C 1.63 1.41 1.26
C 1.09 0.40 0.25
C -0.10 -0.35 0.81
O -0.61 -1.33 -0.12
C -1.38 -0.76 -1.04
N -1.90 -1.53 -2.02
O -1.68 0.43 -1.09
H 1.94 0.92 2.19
H 2.50 1.94 0.86
H 0.87 2.16 1.51
H 0.78 0.92 -0.66
H 1.86 -0.33 -0.03
H 0.15 -0.92 1.71
H -0.92 0.33 1.04
H -1.82 -2.52 -2.17
H -2.40 -0.77 -2.50
*
```

Summary:
- LUMO energy: 0.96 eV
- Molar mass: 103.12 g/mol


Least stable structure: version P


Version P
Density functional theory data (ωB97M-V/def2-TZVPD) for an isolated molecule of C6H8.

```
! wB97M-V def2-TZVPD RIJCOSX def2/J DEFGRID3
* xyz 0 1
C -0.41 -0.69 1.89
C 0.37 -0.85 0.61
C 0.91 -1.93 0.12
C 0.62 0.34 -0.28
C 0.43 0.27 -1.78
C -0.57 1.00 -0.93
H 0.04 0.07 2.53
H -0.48 -1.63 2.45
H -1.43 -0.36 1.65
H 1.41 1.00 0.08
H 1.11 0.86 -2.39
H 0.14 -0.68 -2.21
H -0.59 2.08 -0.96
H -1.54 0.53 -0.78
*
```

Summary:
- LUMO energy: 0.06 eV
- Molar mass: 80.13 g/mol


Version Q
Density functional theory data (ωB97M-V/def2-TZVPD) for an isolated molecule of C6H8.

```
! wB97M-V def2-TZVPD RIJCOSX def2/J DEFGRID3
* xyz 0 1
C 3.34 -0.57 0.60
C 2.03 -0.84 0.35
C 0.82 -0.93 0.16
C -0.75 1.52 -0.24
C -1.42 0.22 0.21
C -0.60 -1.02 -0.16
H 4.01 -1.14 -0.06
H 0.19 1.66 0.30
H -1.39 2.39 -0.04
H -0.53 1.50 -1.31
H -1.58 0.24 1.30
H -2.41 0.12 -0.25
H -0.71 -1.25 -1.23
H -0.98 -1.91 0.37
*
```

Summary:
- LUMO energy (spin up / spin down): -0.96 / -0.97 eV
- Molar mass: 80.13 g/mol


Least stable structure: version Q


Version P
Density functional theory data (ωB97M-V/def2-TZVPD) for an isolated molecule of C6H8.

```
! wB97M-V def2-TZVPD RIJCOSX def2/J DEFGRID3
* xyz 0 1
C -0.24 1.36 -1.79
C -0.36 0.71 -0.65
C -1.27 0.12 0.28
C -0.21 0.50 1.56
C 0.28 -0.16 0.31
C 1.02 -1.41 0.06
H 0.75 1.57 -1.94
H -0.90 1.87 -2.39
H -2.05 -0.54 0.38
H -0.03 1.45 1.77
H -0.41 -0.23 2.46
H 1.30 -1.41 -0.95
H 0.29 -2.21 0.17
H 1.82 -1.62 0.72
*
```

Summary:
- LUMO energy: 1.11 eV
- Molar mass: 80.13 g/mol


Version Q
Density functional theory data (ωB97M-V/def2-TZVPD) for a structure of composition C6H8.

```
! wB97M-V def2-TZVPD RIJCOSX def2/J DEFGRID3
* xyz 0 1
C -1.10 -0.29 0.67
C -0.42 1.03 0.34
C 1.04 0.73 -0.04
C 1.51 -0.66 0.24
C -0.38 -0.86 -0.53
C -0.05 0.53 -1.04
H -2.18 -0.25 0.47
H -0.92 -0.78 1.63
H -0.74 2.02 0.63
H 1.72 1.58 -0.05
H 0.94 -1.44 -0.42
H 1.52 -0.91 1.31
H -0.80 -1.67 -1.16
H -0.14 0.97 -2.03
*
```

Summary:
- LUMO energy: 1.04 eV
- Molar mass: 80.13 g/mol


Least stable structure: version Q


Version P
Density functional theory data (ωB97M-V/def2-TZVPD) for an isolated molecule of C6H8.

```
! wB97M-V def2-TZVPD RIJCOSX def2/J DEFGRID3
* xyz 0 1
C -0.08 1.89 1.36
C 0.17 1.59 0.22
C 0.46 0.73 -0.90
C -0.64 -0.16 -1.42
C 0.37 -0.76 -0.50
C 0.03 -1.12 0.94
H -0.32 2.15 2.36
H 1.26 1.02 -1.58
H -1.64 0.01 -1.02
H -0.60 -0.42 -2.47
H 1.14 -1.36 -0.96
H -1.02 -1.37 1.08
H 0.22 -0.24 1.57
H 0.64 -1.94 1.31
*
```

Summary:
- LUMO energy: 1.19 eV
- Molar mass: 80.13 g/mol


Version Q
Density functional theory data (ωB97M-V/def2-TZVPD) for an isolated molecule of C6H8.

```
! wB97M-V def2-TZVPD RIJCOSX def2/J DEFGRID3
* xyz 0 1
C 1.35 -0.31 0.71
C 0.34 -1.19 0.73
C -0.71 -0.84 -0.28
C -1.55 0.36 0.04
C -0.31 0.51 -0.80
C 1.05 0.86 -0.21
H 2.27 -0.42 1.27
H 0.25 -2.06 1.37
H -1.00 -1.66 -0.93
H -1.56 0.70 1.07
H -2.50 0.51 -0.48
H -0.49 0.77 -1.84
H 1.06 1.80 0.36
H 1.80 0.97 -1.00
*
```

Summary:
- LUMO energy: 1.26 eV
- Molar mass: 80.13 g/mol


Version R
Density functional theory data (ωB97M-V/def2-TZVPD) for an isolated molecule of C6H8.

```
! wB97M-V def2-TZVPD RIJCOSX def2/J DEFGRID3
* xyz 0 1
C 0.39 0.61 -0.34
C 0.88 1.47 -1.22
C -1.03 0.62 0.16
C -0.10 -1.58 0.23
C 1.01 -0.59 0.22
C -1.06 -0.60 0.92
H 2.01 1.47 -1.47
H 0.25 2.20 -1.57
H -1.23 1.57 0.87
H -1.68 0.71 -0.60
H -0.44 -2.06 -0.73
H 0.40 -2.32 0.82
H 1.97 -0.72 0.70
H -1.37 -0.78 1.99
*
```

Summary:
- LUMO energy (spin up / spin down): 0.58 / 0.24 eV
- Molar mass: 80.13 g/mol


Least stable structure: version R